{
  "formula": "C3H9NS",
  "method": "ωB97M-V/def2-TZVPD",
  "elements": ["C", "S", "H", "H", "H", "C", "C", "N", "H", "H", "H", "H", "H", "H"],
  "coordinates": [[-2.7299, -0.1777, -1.0822], [-1.0372, -0.6564, -0.5070], [-3.3457, -1.0998, -1.0231], [-2.7897, 0.1762, -2.1422], [-3.0658, 0.5682, -0.3510], [2.4026, -0.3842, 0.0886], [0.3727, 1.0019, 0.8843], [1.2378, -0.0032, 0.9315], [2.5248, 0.4192, -0.6676], [3.3296, -0.3542, 0.6552], [2.3137, -1.4602, -0.1275], [0.1372, 1.5786, -0.0087], [-0.2801, 1.1423, 1.7329], [0.9299, -0.7508, 1.6169]],
  "forces_ev_per_a": [[0.201, -0.864, -0.244], [-0.534, 1.211, 0.062], [0.095, 0.716, 0.100], [0.256, -0.039, 0.996], [-0.296, -0.186, -0.522], [-0.712, 0.838, 0.702], [-1.320, -2.164, -1.776], [0.941, -0.980, 2.282], [-0.325, -1.249, -0.232], [0.015, 0.360, 0.568], [-0.289, 0.732, -1.033], [1.075, 0.355, 0.158], [0.059, -0.084, 0.017], [0.835, 1.355, -1.078]],
  "e_above_lowest_ev": 2.955,
  "max_force_ev_per_a": 3.096,
  "total_energy_ev": -15579.3755,
  "homo_energy_ev": -7.2,
  "gap_ev": 7.31,
  "total_charge": 0
}